Entry 1:
{
  "formula": "C26H78O13S13",
  "method": "ωB97M-V/def2-TZVPD",
  "symbols": ["C", "S", "O", "C", "H", "H", "H", "H", "H", "H", "C", "S", "O", "C", "H", "H", "H", "H", "H", "H", "C", "S", "O", "C", "H", "H", "H", "H", "H", "H", "C", "S", "O", "C", "H", "H", "H", "H", "H", "H", "C", "S", "O", "C", "H", "H", "H", "H", "H", "H", "C", "S", "O", "C", "H", "H", "H", "H", "H", "H", "C", "S", "O", "C", "H", "H", "H", "H", "H", "H", "C", "S", "O", "C", "H", "H", "H", "H", "H", "H", "C", "S", "O", "C", "H", "H", "H", "H", "H", "H", "C", "S", "O", "C", "H", "H", "H", "H", "H", "H", "C", "S", "O", "C", "H", "H", "H", "H", "H", "H", "C", "S", "O", "C", "H", "H", "H", "H", "H", "H", "C", "S", "O", "C", "H", "H", "H", "H", "H", "H"],
  "positions_angstrom": [[0.486, 2.768, 2.751], [1.697, 1.368, 2.841], [1.562, 0.700, 1.477], [3.088, 2.466, 2.637], [0.568, 3.319, 3.678], [-0.554, 2.387, 2.566], [0.683, 3.344, 1.831], [4.080, 1.908, 2.605], [2.898, 3.185, 3.415], [2.924, 3.017, 1.692], [1.988, -2.607, -2.161], [1.489, -3.948, -3.328], [0.137, -3.462, -3.734], [2.640, -3.635, -4.657], [2.862, -1.981, -2.528], [2.258, -3.100, -1.236], [1.130, -2.035, -2.044], [2.301, -4.088, -5.596], [3.645, -3.974, -4.406], [2.776, -2.576, -4.712], [-0.599, 2.113, -5.452], [0.958, 1.372, -5.923], [2.020, 1.977, -5.060], [0.605, -0.283, -5.207], [-0.549, 3.103, -5.859], [-0.504, 2.141, -4.349], [-1.421, 1.500, -5.789], [1.511, -0.805, -5.103], [-0.103, -0.800, -5.869], [0.175, -0.134, -4.206], [-2.423, 4.462, -1.840], [-2.120, 3.907, -0.131], [-2.159, 5.042, 0.815], [-3.675, 3.081, 0.078], [-1.744, 5.208, -2.214], [-3.438, 4.895, -1.888], [-2.319, 3.620, -2.532], [-3.667, 2.849, 1.116], [-3.786, 2.217, -0.559], [-4.443, 3.770, -0.172], [-3.390, -4.628, -2.734], [-4.022, -2.924, -3.386], [-5.396, -2.904, -2.770], [-2.985, -1.853, -2.354], [-3.424, -4.698, -1.657], [-2.475, -4.903, -3.198], [-4.351, -5.164, -2.964], [-3.070, -2.119, -1.308], [-3.274, -0.824, -2.616], [-1.976, -2.120, -2.683], [4.812, -4.986, 2.299], [3.784, -4.166, 1.007], [2.359, -4.331, 1.471], [4.138, -2.436, 1.378], [5.813, -4.618, 2.413], [4.799, -6.045, 2.054], [4.249, -4.875, 3.219], [3.919, -2.373, 2.465], [3.333, -1.823, 0.954], [5.128, -2.202, 0.983], [1.145, -1.613, 5.012], [2.454, -2.789, 5.555], [3.728, -2.420, 4.791], [2.654, -1.926, 7.178], [0.178, -1.840, 5.496], [1.012, -1.862, 3.975], [1.322, -0.534, 5.181], [3.389, -2.461, 7.849], [1.642, -1.848, 7.707], [3.044, -0.945, 6.889], [-3.098, -0.640, 3.527], [-2.649, -0.010, 5.170], [-1.201, 0.331, 5.210], [-3.478, 1.625, 5.073], [-3.003, 0.041, 2.719], [-4.165, -0.950, 3.600], [-2.523, -1.607, 3.279], [-4.009, 1.753, 4.125], [-2.652, 2.357, 5.085], [-4.136, 1.845, 5.919], [-6.904, 0.612, -0.655], [-5.315, 0.007, -0.123], [-4.933, 0.627, 1.193], [-5.903, -1.687, 0.233], [-6.872, 1.702, -0.856], [-7.592, 0.496, 0.151], [-7.178, 0.068, -1.610], [-6.743, -1.561, 0.927], [-5.065, -2.093, 0.810], [-6.181, -2.238, -0.699], [4.353, 1.776, -1.900], [5.533, 0.689, -2.772], [4.963, -0.667, -2.738], [5.066, 1.406, -4.366], [4.060, 1.469, -0.899], [3.429, 1.978, -2.473], [4.791, 2.784, -1.815], [5.295, 2.463, -4.393], [4.008, 1.201, -4.524], [5.491, 0.847, -5.246], [2.266, 6.883, -1.025], [1.180, 5.568, -0.407], [2.054, 4.388, -0.090], [0.833, 6.579, 1.136], [2.848, 6.675, -1.927], [3.024, 7.135, -0.223], [1.581, 7.680, -1.338], [0.005, 6.099, 1.663], [0.620, 7.596, 0.859], [1.752, 6.544, 1.758], [-0.730, -3.670, 2.585], [-1.735, -4.257, 1.171], [-2.679, -3.153, 0.835], [-0.313, -4.081, -0.046], [0.028, -4.279, 3.078], [-1.538, -3.534, 3.336], [-0.265, -2.699, 2.418], [0.442, -4.864, 0.103], [0.091, -3.137, 0.230], [-0.658, -4.066, -1.086], [1.036, 0.852, -1.379], [-0.581, 0.069, -1.618], [-1.477, 1.118, -2.230], [-1.090, -0.193, 0.043], [1.339, 1.197, -2.347], [1.820, 0.149, -1.082], [0.873, 1.617, -0.658], [-0.954, 0.668, 0.691], [-0.528, -1.058, 0.414], [-2.150, -0.506, 0.028]],
  "homo_lumo_gap_ev": 8.726,
  "spin_multiplicity": 1,
  "total_charge": 0
}

---

Entry 2:
{
  "formula": "C18H36N3OSSi3W",
  "method": "ωB97M-V/def2-TZVPD",
  "symbols": ["W", "C", "Si", "C", "C", "C", "Si", "C", "C", "C", "Si", "C", "C", "C", "C", "C", "C", "C", "N", "H", "H", "H", "H", "H", "H", "H", "H", "H", "H", "H", "H", "H", "H", "H", "H", "H", "H", "H", "H", "H", "H", "H", "H", "H", "H", "H", "H", "O", "S", "C", "N", "C", "C", "C", "N", "H", "H", "H", "H", "H", "H", "H", "H"],
  "positions_angstrom": [[-0.861, 0.245, -0.065], [1.229, -1.309, -2.773], [2.008, -1.305, -1.059], [3.864, -1.132, -1.272], [1.704, -3.031, -0.376], [1.294, 0.207, -0.065], [1.620, -0.062, 1.820], [0.614, -1.454, 2.595], [0.972, 1.442, 2.764], [3.414, -0.363, 2.258], [1.798, 1.914, -0.593], [3.390, 2.537, 0.167], [2.007, 2.111, -2.446], [0.276, 2.974, -0.248], [0.309, 4.381, -0.324], [-0.852, 5.083, -0.182], [-2.056, 4.384, 0.021], [-2.041, 3.025, 0.070], [-0.863, 2.338, -0.060], [1.625, -2.152, -3.346], [1.457, -0.393, -3.319], [0.146, -1.416, -2.693], [4.231, -1.946, -1.900], [4.381, -1.174, -0.312], [4.107, -0.182, -1.755], [2.078, -3.756, -1.105], [0.636, -3.207, -0.219], [2.265, -3.174, 0.552], [-0.448, -1.299, 2.409], [0.784, -1.432, 3.676], [0.888, -2.445, 2.236], [-0.102, 1.559, 2.582], [1.471, 2.370, 2.478], [1.125, 1.286, 3.834], [3.746, -1.318, 1.848], [3.505, -0.412, 3.346], [4.060, 0.433, 1.887], [4.208, 1.882, -0.139], [3.350, 2.574, 1.256], [3.594, 3.548, -0.197], [2.834, 1.500, -2.809], [2.223, 3.159, -2.672], [1.086, 1.832, -2.964], [1.247, 4.892, -0.495], [-0.857, 6.164, -0.236], [-2.986, 4.924, 0.128], [-2.951, 2.467, 0.215], [-2.596, 0.267, -0.064], [-0.938, -2.221, -0.068], [-2.665, -2.324, -0.118], [-3.374, -2.378, 1.001], [-4.831, -2.313, 1.046], [-5.414, -2.957, -0.197], [-4.757, -2.329, -1.411], [-3.305, -2.386, -1.276], [-2.851, -2.276, 1.856], [-5.122, -1.262, 1.117], [-5.167, -2.820, 1.949], [-6.493, -2.825, -0.231], [-5.207, -4.029, -0.184], [-5.047, -1.280, -1.516], [-5.035, -2.850, -2.326], [-2.730, -2.288, -2.098]],
  "homo_lumo_gap_ev": [8.122, 7.543],
  "spin_multiplicity": 3,
  "total_charge": 1,
  "s_squared": 2.02
}

---

Entry 3:
{
  "formula": "C2H11NO4",
  "method": "ωB97M-V/def2-TZVPD",
  "symbols": ["C", "C", "N", "O", "H", "H", "H", "H", "H", "H", "H", "O", "H", "H", "O", "H", "H", "O"],
  "positions_angstrom": [[-3.743, 1.285, -2.176], [-2.449, 0.923, -3.005], [-1.632, 0.075, -2.209], [-2.222, 1.024, -4.241], [-4.328, 1.945, -2.844], [-4.168, 0.296, -1.741], [-3.306, 1.780, -1.299], [-1.238, 0.473, -1.301], [-0.965, -0.695, -2.674], [3.415, -1.803, 0.981], [2.740, -1.973, 2.260], [2.837, -2.332, 1.454], [-1.235, 0.490, 3.600], [-1.413, 2.114, 3.907], [-1.501, 1.323, 3.222], [6.571, -1.887, 1.259], [5.988, -1.226, 2.583], [6.650, -1.814, 2.226]],
  "homo_lumo_gap_ev": 9.901,
  "spin_multiplicity": 1,
  "total_charge": 0
}

---

Entry 4:
{
  "formula": "C39H40N6O5PS3Y",
  "method": "ωB97M-V/def2-TZVPD",
  "symbols": ["Y", "S", "N", "C", "C", "C", "C", "C", "N", "C", "C", "N", "C", "C", "C", "C", "C", "N", "H", "H", "H", "H", "H", "H", "C", "O", "C", "C", "O", "C", "H", "H", "H", "H", "H", "H", "H", "H", "H", "H", "O", "S", "O", "O", "C", "C", "C", "C", "C", "C", "P", "C", "C", "C", "C", "C", "C", "C", "C", "C", "C", "C", "C", "H", "H", "H", "H", "H", "H", "H", "H", "H", "H", "H", "H", "H", "H", "C", "H", "H", "C", "N", "C", "C", "N", "C", "S", "H", "H", "H", "H", "H", "H", "H", "H"],
  "positions_angstrom": [[0.589, -0.423, 0.647], [-7.081, 0.167, -0.430], [-6.177, 0.666, 0.822], [-4.972, 0.153, 0.661], [-3.841, 0.342, 1.555], [-3.941, 1.019, 2.714], [-2.785, 1.161, 3.530], [-1.585, 0.672, 3.104], [-1.382, 0.064, 1.878], [-2.561, -0.219, 1.124], [-2.454, -0.971, -0.009], [-1.153, -1.405, -0.416], [-1.130, -2.305, -1.457], [-2.188, -2.706, -2.193], [-3.478, -2.122, -1.919], [-3.589, -1.285, -0.870], [-4.853, -0.642, -0.521], [-5.968, -0.713, -1.218], [-4.898, 1.433, 3.011], [-2.847, 1.634, 4.500], [-0.622, 1.590, 4.767], [-0.152, -2.685, -1.714], [-2.049, -3.411, -3.001], [-4.342, -2.340, -2.533], [0.727, -0.487, -3.232], [1.486, -0.882, -2.095], [2.292, -2.011, -2.357], [2.838, -2.459, -1.026], [1.744, -2.620, -0.115], [1.282, -3.966, -0.080], [1.380, -0.063, -3.998], [0.011, 0.259, -2.901], [0.171, -1.338, -3.633], [3.111, -1.758, -3.041], [1.689, -2.796, -2.833], [3.496, -1.707, -0.601], [3.387, -3.399, -1.123], [1.973, -4.577, 0.505], [1.208, -4.377, -1.091], [0.287, -3.964, 0.352], [3.036, -0.399, 1.012], [3.108, 0.818, 1.869], [3.750, 1.911, 0.729], [1.696, 1.317, 1.979], [3.253, 3.198, 0.724], [3.971, 4.186, 1.381], [3.517, 5.494, 1.352], [2.350, 5.812, 0.670], [1.641, 4.818, 0.014], [2.077, 3.498, 0.036], [1.242, 2.157, -0.892], [1.884, 2.518, -2.564], [1.368, 3.502, -3.402], [1.971, 3.762, -4.625], [3.103, 3.058, -5.010], [3.637, 2.093, -4.167], [3.026, 1.820, -2.952], [-0.516, 2.653, -0.864], [-1.366, 2.432, -1.947], [-2.741, 2.565, -1.801], [-3.282, 2.917, -0.574], [-2.444, 3.143, 0.511], [-1.074, 3.003, 0.370], [4.879, 3.914, 1.902], [4.075, 6.268, 1.863], [1.993, 6.833, 0.648], [0.728, 5.070, -0.512], [0.496, 4.070, -3.105], [1.558, 4.523, -5.275], [3.572, 3.266, -5.962], [4.528, 1.551, -4.456], [3.436, 1.062, -2.292], [-0.964, 2.149, -2.911], [-3.389, 2.375, -2.647], [-4.356, 2.996, -0.455], [-2.859, 3.386, 1.479], [-0.432, 3.144, 1.233], [-0.446, 0.759, 4.083], [0.519, 0.900, 3.616], [-0.399, -0.158, 4.672], [1.881, -5.120, 3.398], [0.550, -4.709, 3.028], [-0.433, -5.661, 2.524], [-1.672, -4.781, 2.309], [-1.069, -3.458, 2.240], [0.161, -3.444, 2.795], [0.989, -2.031, 3.151], [1.848, -5.766, 4.276], [2.468, -4.233, 3.623], [2.355, -5.670, 2.579], [-0.603, -6.466, 3.239], [-0.074, -6.101, 1.587], [-2.366, -4.849, 3.149], [-2.202, -5.028, 1.391], [-1.601, -2.598, 2.218]],
  "homo_lumo_gap_ev": 4.816,
  "spin_multiplicity": 1,
  "total_charge": 0
}

---

Entry 5:
{
  "formula": "C4H18NO8",
  "method": "ωB97M-V/def2-TZVPD",
  "symbols": ["O", "C", "C", "C", "C", "O", "O", "N", "H", "H", "H", "H", "H", "H", "H", "H", "H", "H", "O", "H", "H", "O", "H", "H", "O", "H", "H", "O", "H", "H", "O"],
  "positions_angstrom": [[-0.507, 1.911, 1.207], [-1.443, 1.174, 1.422], [-1.708, 0.004, 0.475], [-0.695, -1.143, 0.658], [-0.564, -1.670, 2.085], [-1.159, -0.843, 2.953], [-0.088, -2.715, 2.420], [-1.348, 0.456, -0.945], [-1.963, 1.282, 2.376], [-2.767, -0.236, 0.529], [0.293, -0.916, 0.272], [-0.955, -2.051, 0.107], [-1.173, -1.074, 3.892], [-1.415, -0.416, -1.454], [-2.023, 1.177, -1.223], [-0.371, 0.837, -0.892], [4.442, -0.013, -0.478], [3.237, -1.012, -0.514], [3.564, -0.159, -0.840], [2.011, 0.435, -1.088], [1.671, 1.918, -0.764], [1.292, 1.109, -1.131], [0.747, 0.177, -3.049], [-0.061, -0.858, -3.882], [0.052, -0.489, -2.999], [-1.988, 4.012, -0.852], [-1.095, 2.943, -0.573], [-2.032, 3.044, -0.807], [1.592, -2.851, 0.713], [2.472, -2.064, 1.606], [1.983, -1.967, 0.778]],
  "homo_lumo_gap_ev": 11.212,
  "spin_multiplicity": 1,
  "total_charge": 1
}

---

Entry 6:
{
  "formula": "C3H7FN2S",
  "method": "ωB97M-V/def2-TZVPD",
  "symbols": ["C", "C", "C", "H", "H", "H", "H", "H", "H", "H", "N", "N", "F", "S"],
  "positions_angstrom": [[0.972, 0.946, -1.754], [0.198, -0.031, 0.254], [0.355, 0.034, 1.839], [0.692, 0.076, -2.398], [1.856, 1.389, -2.066], [0.292, 1.777, -1.796], [-0.551, 0.506, 2.229], [0.267, -1.054, 2.173], [-0.839, -1.441, -1.357], [-3.139, -0.985, 0.659], [1.150, 0.664, -0.201], [-1.031, -0.591, -0.326], [1.613, 0.424, 2.064], [-1.835, -1.716, 0.680]],
  "homo_lumo_gap_ev": 9.567,
  "spin_multiplicity": 1,
  "total_charge": 0
}

---

Entry 7:
{
  "formula": "C5H3NO",
  "method": "ωB97M-V/def2-TZVPD",
  "symbols": ["C", "C", "C", "C", "C", "N", "O", "H", "H", "H"],
  "positions_angstrom": [[1.090, -0.493, 0.367], [0.694, -0.836, -0.844], [-0.750, 1.287, 0.387], [-0.288, -0.085, 0.898], [-0.787, -0.548, -0.638], [-1.183, 1.054, -0.762], [-1.250, -0.995, 0.530], [2.015, -0.421, 0.901], [1.144, -1.185, -1.749], [-0.685, 2.220, 0.910]],
  "homo_lumo_gap_ev": [8.548, 8.547],
  "spin_multiplicity": 1,
  "total_charge": 0
}

---

Entry 8:
{
  "formula": "C6H12O2",
  "method": "ωB97M-V/def2-TZVPD",
  "symbols": ["C", "C", "C", "C", "C", "C", "O", "O", "H", "H", "H", "H", "H", "H", "H", "H", "H", "H", "H", "H"],
  "positions_angstrom": [[-0.740, 0.831, 0.272], [-0.162, -0.192, -0.665], [-0.594, 2.271, -0.137], [1.824, -1.460, 0.546], [-0.880, -1.534, -0.696], [1.255, -0.125, 0.083], [-1.940, 0.504, 0.858], [2.059, 0.775, -0.261], [-2.241, 1.243, 1.410], [0.330, 0.628, 1.126], [-0.013, 0.205, -1.670], [0.436, 2.458, -0.460], [-1.265, 2.491, -0.974], [-0.853, 2.946, 0.684], [2.451, -1.866, -0.252], [2.439, -1.286, 1.431], [1.096, -2.232, 0.791], [-0.337, -2.233, -1.338], [-1.913, -1.428, -1.038], [-0.951, -1.993, 0.292]],
  "homo_lumo_gap_ev": 9.593,
  "spin_multiplicity": 1,
  "total_charge": 0
}